Record 1
Formula: C4H7F
Source: the Open Molecules 2025 dataset
Level of theory: ωB97M-V/def2-TZVPD

```
12
Properties=species:S:1:pos:R:3:lowdin_charge:R:1
C 0.22 -0.59 -1.35 0.06
C 0.08 -0.11 -0.13 -0.40
C 1.20 0.22 0.78 -0.07
C -1.29 0.19 0.34 -0.12
F -2.22 0.45 -0.79 -0.12
H 1.25 -0.66 -1.75 0.08
H -0.59 -0.86 -1.99 0.06
H 2.12 0.29 0.16 0.09
H 1.38 -0.55 1.55 0.09
H 0.94 1.11 1.38 0.08
H -1.30 1.15 0.88 0.12
H -1.79 -0.62 0.92 0.14
```

Summary:
- SMILES = C=C(C)CF
- LUMO level (Eh) = 0.03829
- Kohn-Sham gap (eV) = 10.735
- energy above the lowest of the compared OMol25 structures with the same formula, charge and spin (kcal/mol) = 6.0
- F_max (eV/A) = 2.4

Record 2
Formula: C4H7F2N
Source: the Open Molecules 2025 dataset
Level of theory: ωB97M-V/def2-TZVPD

```
14
Properties=species:S:1:pos:R:3:lowdin_charge:R:1
C -1.86 0.53 0.16 -0.24
C 1.20 0.98 -0.06 -0.14
C 1.22 -0.54 0.20 -0.27
C 0.37 -1.32 -0.73 -0.15
N -2.37 0.28 1.22 0.14
F -2.53 0.95 -0.94 0.01
F 0.02 -2.53 -0.31 0.03
H 1.74 1.44 0.82 0.10
H 0.25 1.39 -0.20 0.01
H 1.65 1.12 -1.08 0.08
H 2.32 -0.81 0.03 0.14
H 0.75 -0.50 1.23 0.13
H 0.61 -1.25 -1.76 0.10
H -3.36 0.27 1.40 0.07
```

Summary:
- LUMO level (spin up / spin down) (Eh) = -0.03942 / 0.01472
- Kohn-Sham gap (spin up / spin down) (eV) = 7.214 / 10.054
- energy above the lowest of the compared OMol25 structures with the same formula, charge and spin (kcal/mol) = 103.0
- F_max (eV/A) = 2.3

Record 3
Formula: C4H7F2N
Source: the Open Molecules 2025 dataset
Level of theory: ωB97M-V/def2-TZVPD

```
14
Properties=species:S:1:pos:R:3:lowdin_charge:R:1
C -0.70 -1.20 -0.37 -0.08
C -0.02 0.15 -0.23 -0.46
C -1.84 -0.57 0.31 -0.28
C 0.86 0.39 0.95 -0.06
N 0.12 0.94 -1.27 0.12
F -2.90 -0.09 -0.46 0.03
F -2.14 -0.55 1.67 0.03
H -0.86 -1.48 -1.46 0.15
H -0.12 -1.87 0.20 0.09
H 1.11 1.45 1.11 0.07
H 1.93 -0.09 0.58 0.13
H 0.53 -0.16 1.91 0.11
H 0.32 1.86 -1.04 0.07
H -0.67 0.85 -1.84 0.09
```

Summary:
- LUMO level (Eh) = 0.03322
- Kohn-Sham gap (eV) = 7.583
- energy above the lowest of the compared OMol25 structures with the same formula, charge and spin (kcal/mol) = 65.1
- F_max (eV/A) = 6.2

Record 4
Formula: C4H7F2N
Source: the Open Molecules 2025 dataset
Level of theory: ωB97M-V/def2-TZVPD

```
14
Properties=species:S:1:pos:R:3:lowdin_charge:R:1
C -0.79 -1.14 0.34 0.06
C -1.64 -0.32 0.03 -0.18
C -2.60 0.74 0.17 -0.12
C 1.93 -0.17 0.15 -0.46
N 1.63 0.48 -0.94 0.16
F 2.99 0.39 0.82 0.03
F 2.44 -1.54 -0.22 -0.15
H 1.23 -1.00 0.95 0.18
H 0.01 -1.70 0.94 0.06
H -2.68 1.31 -0.74 0.07
H -2.10 1.44 0.83 0.08
H -3.57 0.57 0.65 0.09
H 2.36 0.74 -1.54 0.09
H 0.79 0.20 -1.44 0.10
```

Summary:
- LUMO level (Eh) = 0.02598
- Kohn-Sham gap (eV) = 10.698
- energy above the lowest of the compared OMol25 structures with the same formula, charge and spin (kcal/mol) = 88.6
- F_max (eV/A) = 7.7

Record 5
Formula: C4H7F2NO
Source: the Open Molecules 2025 dataset
Level of theory: ωB97M-V/def2-TZVPD

```
15
Properties=species:S:1:pos:R:3:lowdin_charge:R:1
C 1.73 1.14 -0.31 -0.08
C 1.02 0.22 0.76 -0.15
C 0.58 -1.09 0.04 -0.45
F 1.56 -1.90 -0.25 0.10
F -0.27 -1.79 0.91 -0.02
H 2.76 0.89 -0.41 0.06
H 1.64 2.13 0.08 0.07
H 1.27 0.94 -1.17 0.02
H 1.92 -0.11 1.43 0.14
H 0.16 0.83 1.24 0.13
H -0.18 -0.85 -0.80 0.16
N -3.28 -0.75 -0.19 0.19
C -2.82 0.35 -0.31 -0.42
O -2.26 1.39 -0.22 0.12
H -3.83 -1.39 -0.80 0.11
```

Summary:
- SMILES = CCC(F)F.N=C=O
- LUMO level (Eh) = 0.02387
- Kohn-Sham gap (eV) = 11.939
- energy above the lowest of the compared OMol25 structures with the same formula, charge and spin (kcal/mol) = 20.5
- F_max (eV/A) = 4.6

Record 6
Formula: C4H7F2NO
Source: the Open Molecules 2025 dataset
Level of theory: ωB97M-V/def2-TZVPD

```
15
Properties=species:S:1:pos:R:3:lowdin_charge:R:1
C 0.69 0.63 -0.18 -0.33
C -0.44 1.71 -0.41 -0.09
C -1.77 -0.19 0.06 -0.47
C 1.31 -1.75 0.39 0.01
N 0.19 -0.65 -0.27 -0.07
O -1.70 1.10 -0.05 0.05
F -1.95 -0.63 1.28 0.15
F -2.53 -0.82 -0.88 0.14
H 1.42 0.76 -1.02 0.12
H 1.19 0.92 0.80 0.12
H -0.20 2.50 0.24 0.09
H -0.61 2.17 -1.39 0.13
H 0.68 -2.40 0.94 0.04
H 1.91 -1.13 0.97 0.02
H 1.81 -2.23 -0.48 0.08
```

Summary:
- LUMO level (Eh) = 0.03662
- Kohn-Sham gap (eV) = 8.956
- energy above the lowest of the compared OMol25 structures with the same formula, charge and spin (kcal/mol) = 90.9
- F_max (eV/A) = 5.2

Record 7
Formula: C4H7FN2
Source: the Open Molecules 2025 dataset
Level of theory: ωB97M-V/def2-TZVPD

```
14
Properties=species:S:1:pos:R:3:lowdin_charge:R:1
H 1.00 -1.76 -1.22 0.09
N 0.62 -1.29 -0.35 0.11
C 0.32 -0.09 -0.58 -0.45
C 0.66 0.62 -1.86 -0.13
F 0.11 1.90 -1.92 -0.05
N -0.19 0.72 0.40 0.05
C -0.75 0.32 1.63 -0.17
C -0.71 -0.97 2.04 0.01
H 0.37 0.10 -2.76 0.11
H 1.83 0.66 -1.92 0.16
H -0.48 1.61 0.09 0.10
H -1.31 1.11 2.16 0.11
H -0.28 -1.70 1.36 0.02
H -1.18 -1.24 2.95 0.03
```

Summary:
- SMILES = [H]/N=C(\CF)NC=C
- LUMO level (Eh) = 0.03270
- Kohn-Sham gap (eV) = 9.387
- energy above the lowest of the compared OMol25 structures with the same formula, charge and spin (kcal/mol) = 17.5
- F_max (eV/A) = 3.1

Record 8
Formula: C4H7FN2O
Source: the Open Molecules 2025 dataset
Level of theory: ωB97M-V/def2-TZVPD

```
15
Properties=species:S:1:pos:R:3:lowdin_charge:R:1
C -0.12 -2.01 -2.82 -0.08
C -0.19 2.06 -0.47 -0.05
C 0.91 -1.80 1.20 -0.03
C 0.88 -0.13 -0.44 -0.16
N -0.43 -3.02 -2.36 0.08
N 0.24 0.80 -0.03 0.04
O 1.33 -1.25 -0.06 -0.04
F -0.55 0.86 1.75 -0.42
H -1.03 2.38 0.19 0.11
H 0.75 2.64 -0.32 0.11
H -0.29 1.84 -1.50 0.08
H 0.06 -2.41 0.92 0.08
H 0.31 -1.02 1.87 0.11
H 1.67 -2.36 1.87 0.12
H 0.07 -1.10 -3.27 0.03
```

Summary:
- LUMO level (spin up / spin down) (Eh) = -0.02657 / -0.02664
- Kohn-Sham gap (spin up / spin down) (eV) = 8.864 / 8.872
- energy above the lowest of the compared OMol25 structures with the same formula, charge and spin (kcal/mol) = 143.9
- F_max (eV/A) = 4.2

Record 9
Formula: C4H7FN2S
Source: the Open Molecules 2025 dataset
Level of theory: ωB97M-V/def2-TZVPD

```
15
Properties=species:S:1:pos:R:3:lowdin_charge:R:1
H 0.48 1.06 -2.75 0.08
N -0.43 0.80 -2.24 0.13
C -0.26 0.22 -1.13 -0.46
N -1.25 -0.18 -0.27 0.03
C -0.88 -0.72 0.97 -0.20
C 0.61 -0.26 0.99 -0.59
S 0.89 1.33 1.80 0.77
C 1.01 -0.25 -0.50 -0.32
F 1.25 -1.52 -0.95 0.03
H -2.20 0.16 -0.48 0.16
H -0.90 -1.80 1.01 0.11
H -1.47 -0.28 1.79 0.12
H 1.27 -0.97 1.50 0.11
H 0.03 2.00 0.99 -0.11
H 1.86 0.41 -0.73 0.15
```

Summary:
- SMILES = [H]/N=C1/NC[C@H](S)[C@H]1F
- LUMO level (Eh) = 0.02896
- Kohn-Sham gap (eV) = 9.905
- energy above the lowest of the compared OMol25 structures with the same formula, charge and spin (kcal/mol) = 9.6
- F_max (eV/A) = 3.3

Record 10
Formula: C4H7FN3O2S
Source: the Open Molecules 2025 dataset
Level of theory: ωB97M-V/def2-TZVPD

```
18
Properties=species:S:1:pos:R:3:lowdin_charge:R:1
C -1.34 -1.89 0.61 0.15
N -0.30 -1.29 0.08 0.05
C 0.28 -0.03 0.52 -0.25
N -0.50 0.86 0.93 0.09
N -1.75 0.78 1.14 0.09
C -2.73 0.24 0.44 -0.12
F -2.51 0.01 -0.84 0.09
S 2.01 -0.11 -0.24 0.68
C 2.71 1.48 -0.35 -0.09
O 2.72 -1.06 0.49 -0.22
O 1.50 -0.47 -1.51 -0.30
H -1.41 -1.92 1.74 0.16
H -1.85 -2.60 -0.01 0.12
H -0.09 -1.49 -1.00 0.22
H -3.70 0.25 0.68 0.11
H 2.72 1.82 0.66 0.08
H 3.66 1.26 -0.75 0.08
H 2.26 2.18 -0.98 0.07
```

Summary:
- SMILES = C=[NH+]/C(=N\N=C/F)S(C)(=O)=O
- net charge = +1
- LUMO level (Eh) = -0.21659
- Kohn-Sham gap (eV) = 8.733
- energy above the lowest of the compared OMol25 structures with the same formula, charge and spin (kcal/mol) = 10.2
- F_max (eV/A) = 7.2